No. 1
Molecular formula: C46H123N13O15
Method: DFT, the ωB97M-V functional and the def2-TZVPD basis

Output
Total energy   -3666.6164 a.u.
E_HOMO   -8.2 eV
E_LUMO   0.007 Eh
Charge   0
Gap between HOMO and LUMO   8.39 eV
Energy relative to the best compared isomer or geometry (same formula, charge and spin)   125.0 kJ/mol

```
197
C46H123N13O15 | OMol25 | the ωB97M-V functional and the def2-TZVPD basis
C -6.530 -14.503 2.806
O -7.895 -14.734 2.985
C -8.619 -15.010 1.775
C -9.780 -15.916 2.088
C -10.828 -15.371 3.036
N -9.359 -17.270 2.537
H -6.157 -14.011 3.707
H -6.327 -13.798 1.987
H -5.902 -15.391 2.662
H -8.896 -14.000 1.442
H -7.976 -15.458 1.010
H -10.333 -16.059 1.150
H -10.378 -15.259 4.033
H -11.730 -15.943 3.254
H -11.175 -14.368 2.773
H -8.566 -17.389 1.892
H -8.862 -17.164 3.428
C -5.694 -21.717 -5.605
O -6.856 -22.080 -4.890
C -7.725 -22.910 -5.605
C -8.922 -23.183 -4.728
C -8.572 -24.036 -3.526
N -9.953 -23.899 -5.523
H -5.022 -22.557 -5.798
H -5.229 -20.950 -4.987
H -5.987 -21.271 -6.566
H -8.022 -22.431 -6.548
H -7.251 -23.842 -5.947
H -9.360 -22.203 -4.488
H -9.393 -24.155 -2.813
H -7.831 -23.507 -2.930
H -8.239 -25.010 -3.874
H -10.827 -23.816 -5.022
H -10.021 -23.362 -6.389
C -11.798 -17.736 -8.365
O -11.776 -19.157 -8.431
C -12.184 -19.821 -7.256
C -11.885 -21.285 -7.532
C -12.508 -22.236 -6.521
N -10.422 -21.484 -7.445
H -11.231 -17.385 -7.494
H -12.837 -17.416 -8.232
H -11.394 -17.298 -9.271
H -11.687 -19.492 -6.329
H -13.259 -19.633 -7.122
H -12.262 -21.467 -8.544
H -12.231 -23.273 -6.700
H -13.588 -22.186 -6.708
H -12.238 -21.969 -5.501
H -10.006 -20.605 -7.764
H -10.054 -22.159 -8.111
C -2.411 -14.647 -6.435
O -3.713 -14.349 -5.943
C -4.787 -14.660 -6.818
C -4.863 -13.710 -8.008
C -5.080 -12.255 -7.608
N -5.926 -14.199 -8.902
H -1.761 -14.741 -5.569
H -2.073 -13.815 -7.058
H -2.450 -15.589 -6.991
H -4.664 -15.707 -7.134
H -5.702 -14.571 -6.226
H -3.888 -13.758 -8.517
H -6.065 -12.078 -7.187
H -4.857 -11.440 -8.295
H -4.276 -12.173 -6.862
H -5.657 -15.102 -9.292
H -5.986 -13.609 -9.729
C -10.671 -12.637 -6.729
O -11.598 -13.372 -5.981
C -12.218 -14.410 -6.713
C -13.220 -15.086 -5.790
C -12.628 -16.039 -4.763
N -14.145 -15.857 -6.622
H -9.923 -13.285 -7.201
H -10.144 -11.902 -6.123
H -11.195 -12.092 -7.529
H -12.740 -13.993 -7.579
H -11.451 -15.170 -6.903
H -13.697 -14.295 -5.188
H -12.153 -16.902 -5.242
H -13.265 -16.379 -3.949
H -11.790 -15.515 -4.281
H -14.819 -16.403 -6.103
H -14.674 -15.279 -7.266
C -5.806 -14.875 -3.327
O -7.183 -14.743 -3.041
C -7.491 -13.568 -2.325
C -8.981 -13.291 -2.452
N -9.826 -14.361 -2.040
C -11.233 -14.074 -1.998
C -11.949 -15.309 -1.478
O -13.324 -15.282 -1.774
C -13.971 -16.463 -1.343
H -5.426 -14.002 -3.877
H -5.639 -15.756 -3.946
H -5.167 -14.931 -2.434
H -7.004 -12.673 -2.741
H -7.099 -13.600 -1.298
H -9.071 -13.029 -3.528
H -9.219 -12.325 -1.995
H -9.561 -15.288 -2.334
H -11.739 -13.750 -2.923
H -11.446 -13.274 -1.276
H -11.829 -15.427 -0.390
H -11.514 -16.228 -1.910
H -13.720 -16.643 -0.288
H -13.566 -17.274 -1.959
H -15.049 -16.362 -1.393
C -2.300 -15.564 3.840
O -3.290 -16.427 3.343
C -3.998 -17.126 4.351
C -4.761 -18.255 3.734
N -3.925 -19.415 3.403
C -4.503 -20.200 2.306
C -4.603 -19.581 0.909
O -3.364 -19.431 0.216
C -2.640 -18.240 0.494
H -2.083 -14.866 3.031
H -1.372 -16.102 4.049
H -2.653 -14.981 4.695
H -4.629 -16.378 4.856
H -3.350 -17.457 5.178
H -5.291 -17.860 2.854
H -5.535 -18.609 4.424
H -3.040 -19.057 3.068
H -5.533 -20.457 2.584
H -3.951 -21.139 2.273
H -5.131 -18.621 0.839
H -5.184 -20.246 0.263
H -2.393 -18.230 1.551
H -3.260 -17.379 0.225
H -1.693 -18.215 -0.041
C -17.256 -14.282 -13.904
O -16.095 -13.896 -14.606
C -15.323 -14.956 -15.093
C -13.934 -14.508 -15.577
N -12.900 -14.583 -14.567
C -13.092 -13.776 -13.381
C -11.936 -13.991 -12.423
O -11.846 -15.351 -12.009
C -10.679 -15.604 -11.269
H -17.798 -15.116 -14.355
H -17.852 -13.371 -13.905
H -17.004 -14.544 -12.870
H -15.780 -15.522 -15.928
H -15.253 -15.767 -14.348
H -14.048 -13.490 -15.956
H -13.674 -15.215 -16.364
H -12.597 -15.523 -14.370
H -14.015 -14.071 -12.867
H -13.016 -12.720 -13.641
H -12.198 -13.407 -11.525
H -10.987 -13.682 -12.874
H -10.730 -15.290 -10.218
H -9.860 -15.011 -11.688
H -10.496 -16.673 -11.337
C -8.576 -16.179 -7.937
O -8.470 -17.255 -7.061
C -8.816 -16.817 -5.780
C -8.459 -17.807 -4.683
N -8.605 -17.116 -3.409
C -8.040 -17.968 -2.344
C -7.946 -17.162 -1.049
O -7.375 -17.868 0.022
C -7.980 -19.110 0.355
H -9.519 -15.639 -7.779
H -8.638 -16.467 -8.989
H -7.731 -15.491 -7.849
H -9.901 -16.636 -5.714
H -8.360 -15.844 -5.525
H -7.492 -18.285 -4.876
H -9.234 -18.581 -4.740
H -8.107 -16.211 -3.391
H -7.051 -18.364 -2.610
H -8.732 -18.806 -2.224
H -8.957 -16.784 -0.834
H -7.290 -16.307 -1.200
H -7.884 -19.755 -0.519
H -9.063 -19.035 0.505
H -7.461 -19.459 1.240
N -10.325 -20.109 2.659
C -9.596 -21.154 3.205
N -8.329 -20.768 3.618
O -10.023 -22.305 3.215
H -10.015 -19.139 2.652
H -11.167 -20.428 2.218
H -8.088 -19.797 3.691
H -7.680 -21.365 4.094
N -8.813 -10.451 -10.388
C -8.631 -11.801 -10.082
N -8.111 -12.019 -8.806
O -8.790 -12.699 -10.906
H -9.089 -10.264 -11.333
H -8.759 -9.760 -9.673
H -7.982 -12.978 -8.528
H -8.128 -11.230 -8.195
```

***

No. 2
Molecular formula: C46H128N10O13
Method: DFT, the ωB97M-V functional and the def2-TZVPD basis

Output
Total energy   -3354.6716 a.u.
E_HOMO   -9.1 eV
E_LUMO   -0.002 Eh
Charge   0
Gap between HOMO and LUMO   9.02 eV
Energy relative to the best compared isomer or geometry (same formula, charge and spin)   615.6 kJ/mol

```
197
C46H128N10O13 | OMol25 | the ωB97M-V functional and the def2-TZVPD basis
C 7.037 -6.810 2.129
C 6.277 -6.585 0.775
C 5.750 -5.097 0.757
O 4.767 -4.951 -0.245
C 4.489 -3.645 -0.729
N 7.131 -6.753 -0.400
H 7.909 -6.156 2.096
H 7.441 -7.822 2.081
H 6.493 -6.768 3.073
H 5.413 -7.248 0.732
H 6.604 -4.423 0.688
H 5.145 -4.859 1.632
H 3.811 -3.687 -1.581
H 5.392 -3.185 -1.130
H 3.987 -3.029 0.018
H 6.477 -6.918 -1.151
H 7.660 -7.613 -0.378
C 2.040 -3.720 -7.817
C 2.706 -2.519 -7.039
C 3.882 -1.718 -7.745
O 5.145 -2.341 -8.106
C 5.984 -1.256 -8.556
N 1.668 -1.663 -6.564
H 1.287 -4.266 -7.248
H 2.777 -4.505 -7.988
H 1.609 -3.393 -8.763
H 3.062 -2.889 -6.078
H 4.065 -0.857 -7.101
H 3.350 -1.223 -8.558
H 6.446 -0.687 -7.749
H 5.453 -0.560 -9.206
H 6.723 -1.737 -9.196
H 2.126 -0.887 -6.109
H 1.211 -1.301 -7.389
C 0.395 8.666 5.350
C 0.214 7.159 5.342
C 0.930 6.546 4.116
O 0.393 6.934 2.864
C 1.274 6.742 1.764
N 0.771 6.593 6.550
H -0.226 9.140 4.589
H 1.406 9.045 5.200
H 0.002 9.025 6.301
H -0.840 6.890 5.273
H 0.778 5.467 4.100
H 1.957 6.905 4.184
H 2.228 7.266 1.825
H 0.729 7.001 0.856
H 1.464 5.689 1.555
H 1.750 6.842 6.541
H 0.444 7.141 7.333
C -2.464 -3.236 5.717
C -1.805 -4.160 6.750
C -0.543 -4.835 6.153
O -0.891 -5.551 5.011
C 0.141 -6.210 4.299
N -1.399 -3.369 7.895
H -2.787 -3.852 4.879
H -1.954 -2.367 5.300
H -3.397 -2.759 6.017
H -2.538 -4.866 7.139
H -0.032 -5.491 6.858
H 0.139 -4.021 5.908
H -0.197 -6.849 3.483
H 0.754 -6.845 4.937
H 0.816 -5.486 3.842
H -2.047 -2.602 8.006
H -0.541 -2.910 7.623
C -4.418 -1.365 -9.302
C -3.784 -1.029 -7.891
C -3.351 0.493 -7.861
O -2.120 0.621 -8.590
C -1.838 1.956 -8.904
N -4.766 -1.415 -6.894
H -3.680 -1.091 -10.056
H -5.299 -0.725 -9.354
H -4.769 -2.373 -9.523
H -2.869 -1.604 -7.750
H -3.300 0.942 -6.870
H -4.118 1.110 -8.329
H -1.496 2.489 -8.016
H -2.633 2.496 -9.418
H -1.000 1.880 -9.597
H -5.130 -2.306 -7.198
H -5.522 -0.745 -6.898
C -1.539 -5.513 -2.198
C -2.757 -4.846 -2.762
C -4.050 -4.944 -1.889
O -4.404 -6.319 -1.661
C -3.992 -6.738 -0.341
N -2.536 -3.407 -2.976
H -1.320 -5.082 -1.221
H -0.642 -5.291 -2.776
H -1.684 -6.588 -2.097
H -2.869 -5.318 -3.738
H -4.840 -4.438 -2.444
H -3.924 -4.425 -0.939
H -2.929 -6.497 -0.306
H -4.102 -7.823 -0.326
H -4.480 -6.287 0.522
H -1.751 -3.358 -3.611
H -3.370 -3.095 -3.453
C -4.621 6.280 -2.884
C -4.705 6.865 -4.326
C -3.438 6.638 -5.191
O -2.313 7.276 -4.637
C -1.085 6.531 -4.829
N -5.763 6.217 -5.072
H -4.080 6.934 -2.200
H -4.256 5.256 -2.954
H -5.593 6.172 -2.402
H -5.020 7.908 -4.300
H -3.566 7.058 -6.188
H -3.195 5.578 -5.272
H -1.001 6.383 -5.905
H -1.028 5.589 -4.283
H -0.217 7.137 -4.567
H -5.742 6.460 -6.052
H -6.685 6.491 -4.764
C 9.247 0.662 1.249
C 8.574 0.110 2.464
C 7.044 -0.110 2.244
O 6.498 -0.855 3.372
C 5.039 -0.815 3.593
N 9.216 -1.207 2.783
H 10.295 0.901 1.429
H 8.715 1.592 1.046
H 9.098 0.016 0.384
H 8.638 0.758 3.338
H 6.909 -0.680 1.324
H 6.575 0.869 2.145
H 4.816 0.085 4.165
H 4.805 -1.729 4.139
H 4.459 -0.798 2.670
H 9.338 -1.721 1.923
H 8.501 -1.736 3.261
C 3.271 -2.810 11.061
C 2.650 -1.426 11.443
C 2.832 -0.325 10.355
O 2.255 -0.657 9.105
C 1.547 0.415 8.569
N 1.241 -1.595 11.731
H 4.352 -2.794 10.922
H 2.821 -3.244 10.169
H 3.191 -3.478 11.919
H 3.112 -1.064 12.361
H 3.894 -0.156 10.181
H 2.493 0.615 10.792
H 0.908 0.040 7.770
H 2.193 1.174 8.127
H 1.019 0.944 9.362
H 0.701 -1.875 10.925
H 1.147 -2.352 12.393
C -9.080 2.285 -1.543
C -7.697 1.589 -1.737
C -7.398 0.297 -0.904
O -7.262 0.511 0.498
C -6.682 -0.514 1.246
N -7.524 1.365 -3.158
H -9.377 3.015 -2.296
H -9.199 2.722 -0.551
H -9.855 1.520 -1.602
H -6.921 2.295 -1.440
H -6.419 0.113 -1.347
H -8.066 -0.554 -1.037
H -6.549 -0.201 2.282
H -5.747 -0.739 0.734
H -7.274 -1.427 1.179
H -6.695 0.813 -3.330
H -7.200 2.278 -3.442
C 5.564 2.117 -3.589
C 4.228 2.566 -3.048
O 3.212 1.811 -3.657
H 5.629 1.034 -3.696
H 6.358 2.304 -2.866
H 5.806 2.410 -4.610
H 4.015 3.619 -3.236
H 4.213 2.509 -1.959
H 2.349 1.875 -3.241
C -5.152 5.131 3.077
C -6.576 4.701 3.041
O -6.619 3.641 3.986
H -4.981 5.900 2.324
H -4.443 4.338 2.838
H -4.849 5.514 4.052
H -6.784 4.237 2.077
H -7.285 5.508 3.225
H -6.381 2.803 3.583
C -0.590 0.727 0.664
C -1.411 1.523 -0.294
O -1.050 1.226 -1.652
H -0.984 -0.289 0.699
H -0.532 1.070 1.697
H 0.424 0.687 0.265
H -1.362 2.576 -0.018
H -2.462 1.241 -0.220
H -1.439 0.395 -1.934
```